109
Properties=species:S:1:pos:R:3:forces:R:3 method="wB97M-V/def2-TZVPD" charge=-1 homo_energy_ev=-4.49 fmax_ev_per_a=0.46
Bi 1.175 0.729 -0.361 0.0 -0.5 0.0
Br 5.934 2.381 -2.087 0.0 0.0 0.0
C 5.677 0.962 -0.867 0.0 0.0 0.0
C 6.798 0.346 -0.295 0.0 0.0 0.0
C 6.659 -0.698 0.572 -0.1 0.0 0.0
Br 8.218 -1.510 1.300 0.0 0.0 0.0
C 5.375 -1.165 0.936 0.0 0.0 0.0
C 5.115 -2.268 1.779 0.0 0.0 0.0
C 3.827 -2.615 2.063 0.0 0.0 0.0
C 2.778 -1.828 1.557 0.0 0.0 -0.1
N 2.992 -0.800 0.773 -0.2 -0.2 0.0
C 4.255 -0.488 0.405 0.0 0.0 0.1
C 4.375 0.566 -0.576 -0.1 0.0 0.0
O 3.327 1.079 -1.113 0.2 0.1 0.1
H 7.783 0.702 -0.563 0.0 0.0 0.0
H 5.948 -2.827 2.186 0.0 0.0 0.0
H 3.600 -3.465 2.693 0.0 0.0 0.0
H 1.740 -2.044 1.787 0.0 0.0 0.0
C 1.956 -0.404 4.262 0.0 0.0 0.0
C 3.207 0.311 3.827 0.0 0.0 0.0
C 4.457 -0.117 4.254 0.0 0.0 0.0
C 5.611 0.521 3.828 0.0 0.0 0.0
C 5.514 1.604 2.971 0.0 0.0 0.1
C 4.281 2.071 2.522 0.0 0.0 0.1
C 4.218 3.251 1.597 0.0 0.0 -0.1
C 3.129 1.408 2.961 -0.1 0.1 0.1
N 1.828 1.762 2.488 0.1 0.0 0.1
C 1.069 2.494 3.196 0.1 -0.1 -0.3
C 1.484 3.176 4.472 0.0 0.0 0.0
C -0.386 2.659 2.796 0.0 -0.1 -0.2
C -1.165 3.748 3.484 0.0 0.0 0.0
N -0.874 1.827 1.974 -0.1 0.1 0.1
C -2.277 1.747 1.733 0.1 0.1 0.1
C -2.954 0.731 2.425 0.0 0.0 0.0
C -2.252 -0.066 3.489 -0.1 0.0 0.0
C -4.299 0.517 2.156 0.0 0.0 0.0
C -4.974 1.304 1.235 0.0 0.1 0.0
C -4.305 2.338 0.605 0.0 0.0 0.0
C -2.955 2.590 0.844 0.0 0.0 0.1
C -2.295 3.765 0.184 0.0 0.0 0.0
H 2.197 -1.411 4.608 0.0 0.0 0.0
H 1.238 -0.483 3.443 0.0 0.0 0.0
H 1.454 0.115 5.085 0.0 0.0 0.0
H 4.521 -0.979 4.910 0.0 0.0 0.0
H 6.583 0.169 4.153 0.0 0.0 0.0
H 6.412 2.106 2.628 0.0 0.0 0.0
H 5.080 3.902 1.754 0.0 0.0 0.0
H 3.308 3.831 1.719 0.0 0.0 0.0
H 4.221 2.937 0.551 0.0 0.0 0.0
H 2.527 2.983 4.701 0.0 0.0 0.0
H 0.869 2.834 5.308 0.0 0.0 0.0
H 1.334 4.253 4.381 0.0 0.0 0.0
H -0.681 4.711 3.304 0.0 0.0 0.0
H -1.194 3.594 4.565 0.0 0.0 0.0
H -2.184 3.791 3.112 0.0 0.0 0.0
H -1.251 -0.350 3.177 0.1 0.0 0.0
H -2.809 -0.975 3.717 0.0 0.0 0.0
H -2.166 0.519 4.411 0.0 0.0 0.0
H -4.819 -0.278 2.678 0.0 0.0 0.0
H -6.022 1.123 1.026 0.0 0.0 0.0
H -4.834 2.982 -0.090 0.0 0.0 0.0
H -3.034 4.543 -0.016 0.0 0.0 0.0
H -1.830 3.485 -0.760 0.0 0.0 0.0
H -1.494 4.190 0.784 0.0 0.0 0.0
S 1.528 -1.322 -2.024 0.0 0.1 0.0
C 0.366 -2.572 -1.599 -0.1 0.0 0.0
C 0.284 -3.687 -2.443 0.0 0.0 0.0
C -0.626 -4.709 -2.226 0.0 0.0 0.0
C -1.488 -4.636 -1.139 0.0 0.0 0.0
C -1.400 -3.555 -0.277 0.0 0.0 0.0
C -0.477 -2.521 -0.470 0.0 0.0 -0.1
S -0.454 -1.210 0.700 0.0 0.1 0.0
H 0.961 -3.737 -3.289 0.0 0.0 0.0
H -0.660 -5.556 -2.901 0.0 0.0 0.0
H -2.215 -5.418 -0.956 0.0 0.0 0.0
H -2.056 -3.495 0.584 0.0 0.0 0.0
C -2.867 -3.856 -5.399 0.0 0.0 0.0
C -2.408 -2.817 -6.419 0.0 0.0 0.0
C -2.138 -1.451 -5.795 0.0 0.0 0.0
C -0.904 -1.452 -4.898 0.0 0.0 0.0
N -0.669 -0.167 -4.267 -0.1 -0.1 0.1
C -1.256 0.254 -3.132 -0.1 0.0 0.0
S -0.731 1.729 -2.446 0.0 -0.1 0.0
N -2.234 -0.493 -2.614 0.0 0.0 0.1
C -3.033 -0.133 -1.442 0.0 0.1 -0.1
C -4.378 -0.841 -1.489 0.0 0.0 0.1
C -5.249 -0.471 -2.689 0.0 0.0 0.0
C -5.646 1.001 -2.708 0.0 0.0 0.0
H -3.126 -4.800 -5.882 0.0 0.0 0.0
H -3.752 -3.503 -4.863 0.0 0.0 0.0
H -2.099 -4.068 -4.653 0.0 0.0 0.0
H -3.169 -2.711 -7.196 0.0 0.0 0.0
H -1.503 -3.169 -6.927 0.0 0.0 0.0
H -3.009 -1.142 -5.209 0.0 0.0 0.0
H -2.001 -0.691 -6.568 0.0 0.0 0.0
H -0.017 -1.691 -5.487 0.0 0.0 0.0
H -0.961 -2.236 -4.138 0.0 0.0 0.0
H 0.197 0.308 -4.458 0.0 0.0 0.0
H -2.280 -1.462 -2.898 -0.1 0.0 0.0
H -3.146 0.950 -1.443 0.0 -0.1 -0.1
H -2.497 -0.392 -0.529 0.0 0.0 0.0
H -4.903 -0.586 -0.562 0.0 -0.1 -0.1
H -4.215 -1.925 -1.460 0.0 0.0 0.0
H -6.145 -1.098 -2.686 0.0 0.0 0.0
H -4.716 -0.709 -3.614 0.0 0.0 0.0
H -6.158 1.278 -1.783 0.0 0.0 0.0
H -6.314 1.221 -3.543 0.0 0.0 0.0
H -4.772 1.648 -2.805 0.0 0.0 0.0
I 1.319 4.006 -0.606 0.0 0.3 0.1